# 1
C47H60N2O6PSTi as an isolated structure in a non-equilibrium geometry, computed with ωB97M-V/def2-TZVPD.

XYZ file:
```
118
Properties=species:S:1:pos:R:3:mulliken_charge:R:1
Ti -0.330 0.338 0.008 -0.594
C 1.545 -2.591 -3.006 -0.696
O 1.137 -1.257 -2.705 -0.180
C 2.228 -0.373 -2.537 -0.356
C 2.863 -0.458 -1.174 -1.015
O 1.929 -0.157 -0.098 0.657
C 2.503 -0.547 1.179 -0.229
C 1.818 -1.783 1.672 -0.699
O 0.423 -1.508 1.667 0.641
C -0.318 -2.279 2.604 -1.387
H 0.660 -3.135 -3.328 0.118
H 2.279 -2.600 -3.816 0.388
H 1.976 -3.093 -2.133 0.255
H 3.004 -0.578 -3.279 0.860
H 1.857 0.636 -2.704 -0.828
H 3.264 -1.457 -1.005 0.682
H 3.674 0.266 -1.102 0.426
H 3.572 -0.710 1.069 0.629
H 2.352 0.269 1.872 -0.201
H 2.027 -2.646 1.031 0.224
H 2.170 -2.010 2.682 0.651
H -0.080 -1.975 3.625 0.426
H -1.375 -2.105 2.413 0.233
H -0.096 -3.343 2.489 0.384
C -1.490 0.968 -3.954 -2.468
C -1.615 1.095 -2.479 1.758
O -0.596 0.787 -1.787 1.499
C -2.836 1.486 -1.851 0.212
C -3.923 1.940 -2.621 -1.215
C -5.151 2.149 -2.047 -1.131
C -5.324 1.864 -0.689 -0.877
C -4.266 1.437 0.095 -1.194
C -3.011 1.282 -0.465 1.261
O -1.976 0.893 0.310 0.420
H -0.545 0.489 -4.200 0.203
H -1.537 1.954 -4.423 0.627
H -2.313 0.373 -4.352 0.626
H -3.782 2.134 -3.678 0.568
H -5.982 2.509 -2.638 0.502
H -6.304 1.977 -0.238 0.516
H -4.401 1.212 1.144 0.591
C 0.986 5.293 -4.058 -0.825
C 0.922 3.912 -4.143 -0.825
C 0.833 3.148 -2.985 0.756
C 0.799 3.756 -1.731 -0.056
C 0.891 5.148 -1.656 -0.555
C 0.984 5.906 -2.810 -0.874
P 0.751 2.828 -0.142 3.351
C 2.505 2.940 0.373 1.183
C 2.933 2.885 1.703 0.165
C 4.284 2.971 2.011 -1.205
C 5.230 3.096 1.003 -0.886
C 4.818 3.133 -0.322 -0.682
C 3.468 3.057 -0.635 -1.148
C -0.251 4.014 0.829 0.511
C 0.213 4.768 1.901 -0.258
C -0.614 5.718 2.490 -0.709
C -1.899 5.930 2.010 -1.098
C -2.362 5.188 0.929 -0.565
C -1.541 4.236 0.346 -0.959
H 1.053 5.889 -4.959 0.452
H 0.959 3.425 -5.111 0.556
H 0.844 2.076 -3.066 -0.731
H 0.896 5.646 -0.694 0.513
H 1.060 6.985 -2.736 0.495
H 2.216 2.776 2.502 0.237
H 4.600 2.950 3.047 0.508
H 6.281 3.179 1.250 0.444
H 5.547 3.241 -1.116 0.507
H 3.166 3.117 -1.673 0.415
H 1.224 4.655 2.264 0.498
H -0.240 6.313 3.315 0.516
H -2.527 6.691 2.456 0.416
H -3.354 5.367 0.530 0.485
H -1.891 3.696 -0.526 0.586
C -2.700 -6.093 -4.739 -1.491
C -2.384 -5.238 -3.554 0.665
C -3.088 -4.052 -3.306 -1.243
C -2.786 -3.244 -2.236 0.795
C -3.730 -2.137 -1.863 -1.040
C -1.672 -3.586 -1.410 0.686
C -0.980 -2.696 -0.576 -0.275
O -1.075 -1.442 -0.459 -0.346
C -1.053 -4.872 -1.557 0.931
C -0.020 -5.389 -0.587 -1.495
C -1.415 -5.651 -2.629 -0.934
H -3.403 -5.612 -5.416 0.397
H -3.133 -7.042 -4.410 0.368
H -1.788 -6.341 -5.284 0.376
H -3.925 -3.793 -3.947 0.436
H -4.146 -1.641 -2.741 0.473
H -3.284 -1.408 -1.196 -0.307
H -4.573 -2.592 -1.334 0.497
H -0.200 -3.153 0.035 -0.187
H -0.334 -5.244 0.447 0.309
H 0.955 -4.912 -0.722 0.232
H 0.126 -6.456 -0.742 0.515
H -0.945 -6.620 -2.764 0.508
C -2.955 1.284 5.206 -1.247
N -2.078 1.729 4.115 0.429
C -2.680 2.647 3.154 -0.372
C -0.794 1.366 4.022 -0.214
S 0.068 1.267 2.524 -0.283
N -0.103 1.118 5.140 0.146
C 1.156 0.370 5.154 -0.868
C -0.359 1.850 6.391 -1.291
H -3.877 0.908 4.763 0.375
H -3.214 2.095 5.887 0.414
H -2.490 0.477 5.763 0.398
H -2.563 3.681 3.486 0.187
H -3.744 2.430 3.082 0.403
H -2.211 2.547 2.185 -0.512
H 1.272 -0.079 6.139 0.424
H 2.008 1.029 4.968 0.319
H 1.145 -0.412 4.403 0.103
H -1.067 2.655 6.231 0.430
H 0.582 2.289 6.725 0.410
H -0.725 1.188 7.174 0.372
```

Values from the calculation:
orbital gap = 6.30 eV
total charge = +3
HOMO = -15.6 eV

=====

# 2
C47H61N9O5TeTl as an isolated structure, computed with ωB97M-V/def2-TZVPD.

XYZ file:
```
124
Properties=species:S:1:pos:R:3:mulliken_charge:R:1
Tl -0.498 0.446 -0.557 2.181
N -0.241 -0.613 -2.701 -0.288
C -0.575 -0.239 -4.094 -0.517
C 0.373 0.790 -4.714 -0.649
C -0.023 2.265 -4.621 -0.975
C 0.128 2.918 -3.256 -0.277
N -0.896 2.473 -2.283 0.124
H 0.765 -0.820 -2.647 0.147
H -0.738 -1.467 -2.460 0.180
H -1.609 0.109 -4.133 -0.136
H -0.532 -1.148 -4.700 0.743
H 0.447 0.546 -5.775 0.338
H 1.377 0.642 -4.302 0.300
H -1.054 2.395 -4.973 0.194
H 0.603 2.821 -5.322 0.509
H 0.075 4.003 -3.368 0.341
H 1.117 2.669 -2.864 0.218
H -1.643 1.980 -2.765 -0.420
H -1.364 3.263 -1.851 0.017
O 3.659 -3.111 4.061 -0.583
C 2.503 -3.357 4.668 0.416
O 2.430 -4.049 5.650 -0.636
C 1.277 -2.753 4.075 0.865
C 0.012 -3.077 4.513 -1.276
N -0.847 -2.312 3.820 0.028
N -0.240 -1.501 2.951 0.422
C 1.053 -1.770 3.081 -0.292
C 2.011 -1.005 2.233 0.194
O 3.166 -1.417 2.078 -1.170
O 1.550 0.069 1.695 -0.117
H 3.534 -2.528 3.272 0.396
H -0.301 -3.789 5.258 0.600
H -1.853 -2.357 3.812 0.183
C -5.468 -0.322 -2.434 -1.556
C -4.269 0.536 -2.850 1.754
C -4.261 0.698 -4.372 -1.898
C -4.264 1.868 -2.120 0.860
C -4.961 2.954 -2.635 -0.673
C -4.947 4.184 -1.998 -1.871
C -4.216 4.344 -0.834 -0.512
C -3.504 3.284 -0.281 0.697
C -2.714 3.504 0.994 2.697
C -1.694 4.633 0.829 -0.961
C -3.655 3.777 2.168 -1.536
C -3.555 2.039 -0.918 -1.237
N -2.820 0.935 -0.404 0.985
C -3.423 0.003 0.269 -0.519
C -2.825 -1.228 0.581 0.335
C -3.409 -2.306 1.259 -2.161
C -2.511 -3.355 1.159 -1.055
C -1.403 -2.884 0.421 -0.466
N -1.594 -1.603 0.065 0.826
C -0.236 -3.737 -0.021 2.927
C 0.956 -2.890 -0.464 -1.232
C -0.704 -4.599 -1.207 -1.990
C 0.203 -4.668 1.115 -1.717
H -5.469 -1.267 -2.980 0.456
H -6.399 0.201 -2.658 0.364
H -5.461 -0.551 -1.369 0.279
H -3.359 0.000 -2.560 -0.772
H -5.226 1.045 -4.743 0.520
H -4.063 -0.263 -4.849 0.388
H -3.505 1.412 -4.708 0.385
H -5.522 2.843 -3.554 0.371
H -5.499 5.017 -2.413 0.405
H -4.204 5.310 -0.343 0.436
H -2.172 2.579 1.207 -1.223
H -2.171 5.558 0.501 0.443
H -0.931 4.373 0.089 -0.077
H -1.182 4.842 1.768 0.224
H -4.200 4.712 2.024 0.357
H -3.099 3.859 3.104 0.242
H -4.390 2.977 2.276 0.412
H -4.456 0.156 0.587 0.763
H -4.386 -2.308 1.720 0.564
H -2.644 -4.359 1.529 0.514
H 0.844 -2.532 -1.486 0.223
H 1.872 -3.485 -0.447 0.746
H 1.114 -2.028 0.188 -0.486
H -1.076 -3.972 -2.021 0.275
H -1.507 -5.274 -0.909 0.409
H 0.126 -5.197 -1.588 0.495
H 0.605 -4.103 1.957 0.301
H 0.986 -5.338 0.756 0.514
H -0.619 -5.284 1.477 0.379
C 4.845 -1.363 -0.592 -0.982
N 4.120 -0.094 -0.538 0.263
C 4.535 0.896 0.276 -0.332
C 3.837 2.048 0.412 -1.047
C 2.603 2.111 -0.280 0.315
N 2.184 1.152 -1.084 -0.013
C 2.933 0.025 -1.260 -0.171
O 2.578 -0.891 -1.997 -0.783
N 1.765 3.164 -0.104 0.153
H 5.895 -1.175 -0.380 0.436
H 4.738 -1.785 -1.585 0.297
H 4.434 -2.047 0.148 0.205
H 5.458 0.712 0.807 0.387
H 4.193 2.849 1.041 0.688
H 2.106 4.006 0.326 0.328
H 1.011 3.260 -0.764 -0.168
Te 0.125 1.531 3.019 0.565
C 0.705 3.505 3.536 1.042
C -0.213 4.322 4.183 -0.932
C 0.163 5.598 4.585 -0.499
C 1.450 6.053 4.342 -0.650
C 2.371 5.229 3.707 -0.753
C 2.000 3.954 3.305 -0.069
C 1.191 0.750 4.652 0.718
C 0.463 0.209 5.702 -0.603
C 1.139 -0.362 6.772 -0.725
C 2.525 -0.394 6.782 -0.618
C 3.245 0.163 5.733 -0.636
C 2.581 0.744 4.663 0.200
H -1.218 3.973 4.388 0.349
H -0.552 6.232 5.093 0.452
H 1.741 7.045 4.658 0.422
H 3.381 5.577 3.535 0.452
H 2.727 3.304 2.833 0.301
H -0.621 0.207 5.684 0.380
H 0.580 -0.798 7.589 0.482
H 3.049 -0.866 7.603 0.431
H 4.326 0.127 5.737 0.439
H 3.144 1.143 3.828 0.008
```

Values from the calculation:
energy above the lowest of the compared OMol25 structures with the same formula, charge and spin = 82.79 kJ/mol
orbital gap (spin up / spin down) = 5.67 / 5.62 eV
total charge = +1
HOMO (spin up / spin down) = -10.0 / -9.9 eV

=====

# 3
C47H62Br4Cl3GeN6O6PSSiTeTi as an isolated structure in a non-equilibrium geometry, computed with ωB97M-V/def2-TZVPD.

XYZ file:
```
134
Properties=species:S:1:pos:R:3:mulliken_charge:R:1
Ti -0.927 -0.409 0.157 0.697
Br -3.857 -2.089 -6.800 -0.220
C -3.113 -1.870 -5.083 0.487
C -2.848 -2.965 -4.272 0.129
Br -3.255 -4.699 -4.895 -0.216
C -2.291 -2.783 -3.011 0.773
Br -2.007 -4.262 -1.896 0.143
C -1.934 -1.515 -2.504 -0.822
O -1.395 -1.436 -1.310 0.714
C -2.205 -0.404 -3.357 -1.828
O -1.809 0.837 -3.031 0.459
C -2.798 -0.605 -4.599 0.880
Br -3.120 0.927 -5.656 -0.200
O -2.817 1.797 1.854 0.140
C -2.643 1.925 0.531 -0.317
O -2.120 0.808 -0.084 0.565
C -3.950 2.419 -0.114 0.176
N -3.884 2.412 -1.584 -0.405
C -5.170 1.923 -2.118 -0.328
C -6.118 1.835 -0.920 -0.860
C -5.149 1.529 0.219 -0.453
H -4.124 3.429 0.275 0.386
H -2.550 1.366 -2.600 -0.333
H -3.639 3.328 -1.935 0.225
H -5.021 0.919 -2.529 -0.009
H -5.536 2.569 -2.917 0.367
H -6.873 1.059 -1.050 0.464
H -6.622 2.792 -0.752 0.347
H -4.846 0.483 0.192 -0.016
H -5.539 1.738 1.212 0.346
Cl -3.482 -1.358 1.095 -0.665
Ge -2.515 0.096 2.798 -0.649
Cl -4.420 0.507 4.029 -0.527
Cl 0.251 0.827 1.814 -0.891
C 2.958 3.450 -2.251 -1.297
N 1.988 2.765 -1.409 1.162
C 2.302 2.955 0.004 -1.249
P 1.589 1.191 -1.895 -1.902
O 0.546 0.604 -1.001 1.915
N 1.232 1.379 -3.505 0.153
C 0.444 2.523 -3.948 -0.562
C 1.032 0.147 -4.265 -0.590
N 2.975 0.298 -1.897 1.235
C 3.956 0.252 -2.953 -1.140
C 3.480 -0.031 -0.571 -0.140
H 3.991 3.247 -1.934 0.270
H 2.792 4.529 -2.181 0.312
H 2.847 3.140 -3.286 0.381
H 3.358 2.743 0.215 0.273
H 1.682 2.315 0.627 0.282
H 2.100 3.996 0.277 0.263
H -0.534 2.211 -4.309 0.056
H 0.956 3.050 -4.765 0.260
H 0.289 3.212 -3.119 0.252
H 1.289 -0.725 -3.658 0.185
H 1.654 0.148 -5.168 0.372
H -0.008 0.043 -4.579 -0.041
H 3.563 0.714 -3.856 0.414
H 4.219 -0.790 -3.169 0.080
H 4.871 0.784 -2.660 0.298
H 2.715 0.196 0.172 -0.085
H 4.382 0.559 -0.347 0.194
H 3.708 -1.092 -0.495 -0.501
C 5.613 -3.852 0.622 -1.179
C 4.698 -4.209 -0.517 0.754
C 4.971 -5.261 -1.385 -0.832
C 4.015 -5.484 -2.371 -0.416
N 2.924 -4.767 -2.514 -0.504
C 2.722 -3.735 -1.640 -0.605
S 1.348 -2.757 -1.841 -0.097
N 3.614 -3.462 -0.645 0.319
H 6.516 -4.464 0.611 0.428
H 5.086 -3.998 1.565 0.132
H 5.883 -2.796 0.561 0.198
H 5.863 -5.867 -1.294 0.363
H 4.147 -6.289 -3.094 0.418
C -2.121 -2.831 4.536 -1.736
C -1.486 -3.786 3.517 2.360
C -2.640 -4.454 2.758 -1.560
C -0.726 -4.882 4.282 -1.920
Si -0.213 -2.952 2.310 -2.708
O -0.700 -1.798 1.290 2.144
C 1.256 -2.158 3.227 1.230
C 1.415 -1.963 4.597 -0.639
C 2.537 -1.324 5.109 -0.865
C 3.524 -0.862 4.253 -0.848
C 3.388 -1.051 2.884 -0.672
C 2.268 -1.693 2.382 0.262
C 0.575 -4.452 1.449 1.360
C 1.868 -4.870 1.764 -0.098
C 2.420 -6.006 1.192 -0.646
C 1.695 -6.743 0.268 -0.660
C 0.405 -6.351 -0.057 -0.810
C -0.144 -5.227 0.540 -0.348
H -2.644 -3.402 5.311 0.582
H -2.860 -2.190 4.056 0.334
H -1.393 -2.182 5.023 0.106
H -3.339 -4.908 3.471 0.507
H -2.278 -5.240 2.094 0.301
H -3.191 -3.726 2.166 0.130
H -1.398 -5.376 4.993 0.576
H 0.121 -4.472 4.836 0.291
H -0.340 -5.635 3.594 0.283
H 0.660 -2.322 5.285 0.140
H 2.633 -1.178 6.180 0.366
H 4.396 -0.357 4.652 0.328
H 4.154 -0.690 2.208 0.378
H 2.186 -1.868 1.313 0.503
H 2.454 -4.291 2.466 0.332
H 3.430 -6.304 1.448 0.335
H 2.139 -7.610 -0.208 0.353
H -0.170 -6.908 -0.787 0.343
H -1.155 -4.938 0.288 0.194
C -0.829 9.366 2.092 -1.554
C -0.999 7.972 1.547 0.809
C -1.435 6.935 2.359 -1.089
C -1.533 5.628 1.891 1.057
C -1.943 4.536 2.831 -1.406
C -1.200 5.338 0.559 -0.151
Te -0.985 3.306 -0.154 0.145
C -0.784 6.385 -0.273 0.989
C -0.398 6.140 -1.709 -1.539
C -0.683 7.679 0.228 -0.979
H -1.259 9.439 3.091 0.339
H -1.313 10.106 1.451 0.350
H 0.230 9.625 2.159 0.298
H -1.683 7.148 3.394 0.260
H -2.059 4.910 3.848 0.313
H -1.200 3.734 2.825 0.210
H -2.883 4.078 2.525 0.160
H 0.576 5.646 -1.761 0.174
H -0.342 7.076 -2.267 0.445
H -1.115 5.475 -2.191 0.195
H -0.337 8.474 -0.427 0.357
```

Values from the calculation:
energy above the lowest of the compared OMol25 structures with the same formula, charge and spin = 257.46 kJ/mol
orbital gap = 5.58 eV
total charge = -2
HOMO = -2.2 eV

=====

Look up the total charge of the third one.
-2

=====

The highest total charge belongs to which entry?
C47H60N2O6PSTi

=====

Which value of total charge does entry 1 give?
+3

=====

What is the total charge in the second record?
+1